Entry 1:
A molecular structure, C12H7CuN3O7S, computed with ωB97M-V/def2-TZVPD.

CARTESIAN COORDINATES (ANGSTROEM)
C1 2.362 0.005 2.334
C2 -1.993 1.596 -0.825
O1 4.071 0.039 0.729
O2 4.844 -0.655 5.529
O3 -0.970 1.141 5.483
N1 3.711 -0.308 5.806
C3 -2.898 4.064 0.204
Cu1 0.311 -0.356 -0.094
H1 -3.695 4.384 -1.775
N2 -0.632 1.236 4.318
H2 -1.174 1.433 1.070
C4 2.909 -0.292 0.929
H3 -1.938 3.324 2.005
O4 0.252 0.802 1.621
C5 -2.205 3.173 0.969
C6 3.211 -0.231 3.383
N3 -1.796 1.999 0.455
O5 3.304 -0.157 6.946
O6 -1.313 1.807 3.477
C7 1.537 0.428 4.998
C8 -2.724 2.507 -1.631
S1 -1.434 0.086 -1.410
C9 2.792 -0.031 4.702
C10 -3.153 3.702 -1.130
H4 1.224 0.586 6.019
H5 4.217 -0.566 3.175
H6 -3.218 5.008 0.617
H7 -2.912 2.222 -2.655
C11 1.041 0.522 2.580
O7 2.161 -0.930 0.110
C12 0.682 0.713 3.946

## Properties
- E_HOMO: -5.01 eV
- LUMO: 2.3016 eV
- Charge: -1
- ΔE to the lowest compared entry with this formula, charge and spin: 0.00 kJ/mol
- Energy: -86834.1796 eV
- Multiplicity: 1



Entry 2:
9 unconnected molecules or ions with the total composition C24H39Cl12F9O6 at a distorted geometry, computed with ωB97M-V/def2-TZVPD.

CARTESIAN COORDINATES (ANGSTROEM)
H1 -0.826 4.131 6.400
H2 1.896 1.773 4.640
H3 0.280 2.920 -4.815
H4 1.755 0.673 2.351
Cl1 -6.924 -3.686 -2.263
H5 0.262 -4.206 -5.808
H6 1.914 -4.510 -5.308
H7 -1.038 -1.169 6.102
O1 -1.807 0.348 0.702
H8 3.690 -1.839 0.321
C1 -1.299 1.684 -5.704
H9 -7.285 -2.656 -0.228
H10 -0.771 3.724 -6.051
F1 1.083 0.713 -8.825
Cl2 -1.200 -3.902 -3.506
F2 6.794 0.475 1.972
C2 2.135 1.461 -2.902
C3 3.088 1.260 -1.738
H11 1.071 -3.265 -3.549
Cl3 -1.029 3.738 4.091
F3 5.552 0.025 0.297
H12 1.188 1.874 -2.549
Cl4 0.572 -3.636 1.330
Cl5 -2.835 6.609 4.574
H13 -1.612 0.885 7.174
Cl6 -2.605 0.837 5.100
O2 3.802 0.833 2.038
F4 6.604 1.926 0.404
H14 2.569 0.942 -0.841
F5 -2.005 0.788 -2.325
C4 -1.504 5.988 5.586
C5 0.873 -4.706 -5.058
O3 4.880 2.776 2.311
H15 -0.504 6.276 5.272
C6 1.676 -2.731 0.255
Cl7 -4.766 -2.468 1.284
F6 1.664 -0.905 -7.549
C7 -0.719 3.010 -5.230
H16 -1.667 6.334 6.605
H17 -4.484 -3.792 -0.617
H18 -2.367 1.793 -5.904
Cl8 2.884 -1.758 2.486
C8 -2.407 0.263 6.749
C9 -1.532 4.467 5.637
C10 2.605 1.257 2.704
C11 -1.785 -0.288 -1.567
H19 0.817 -4.864 -2.886
H20 -2.474 4.013 5.937
H21 -1.839 -1.099 2.818
C12 -5.131 -2.942 -0.404
C13 3.040 -2.494 0.895
H22 1.203 -1.798 -0.049
O4 0.163 0.356 -0.345
H23 -1.399 3.324 -4.434
H24 3.647 1.735 4.509
O5 -1.167 -0.867 -6.720
H25 -1.558 -1.434 7.780
H26 3.961 0.682 -2.020
Cl9 3.756 2.831 -1.220
F7 0.158 -1.222 -9.083
H27 -1.928 1.316 2.511
H28 2.450 2.198 -3.638
H29 -6.696 -4.348 -0.044
H30 -0.474 -0.377 3.686
H31 3.543 -3.433 1.118
H32 -3.290 0.478 7.345
C14 -1.211 0.735 1.939
Cl10 0.632 -6.464 -5.261
F8 -2.977 -0.806 -1.257
H33 -4.852 -2.116 -1.044
H34 1.726 -3.320 -0.660
O6 -0.385 1.199 -6.683
C15 5.944 1.021 1.089
H35 -1.351 0.991 -4.857
H36 2.382 2.249 2.302
C16 2.736 1.220 4.209
H37 -0.214 -1.151 2.107
H38 -0.313 1.335 1.805
C17 0.524 -4.200 -3.697
C18 -0.902 -0.554 2.704
Cl11 -3.169 -2.292 6.264
C19 -6.549 -3.392 -0.540
F9 -1.104 -1.206 -2.224
H39 2.656 0.249 4.696
C20 -1.010 0.149 -0.321
C21 0.622 -0.370 -8.205
Cl12 1.698 -0.075 -3.668
C22 4.790 1.677 1.860
C23 -1.890 -1.171 6.779
C24 -0.433 -0.028 -7.141

## Properties
- E_HOMO: -10.61 eV
- LUMO: 0.1800 eV
- Structure (SMILES): CCOC(=O)C(F)(F)F.CCOC(=O)C(F)(F)F.CCOC(=O)C(F)(F)F.ClCCCl.ClCCCl.ClCCCl.ClCCCl.ClCCCl.ClCCCl
- Charge: 0
- ΔE to the lowest compared entry with this formula, charge and spin: 98.04 kJ/mol
- Energy: -212533.9427 eV
- Multiplicity: 1



Entry 3:
A molecular structure, C3H4O2 at a distorted geometry, computed with ωB97M-V/def2-TZVPD.

CARTESIAN COORDINATES (ANGSTROEM)
H1 0.777 -1.216 -2.127
H2 -1.043 1.024 -0.528
C1 0.280 -0.368 0.551
H3 -1.213 0.763 1.417
C2 -0.639 0.544 0.429
O1 2.699 -2.842 -1.447
O2 2.022 -1.973 -0.684
C3 1.203 -1.141 -1.100
H4 0.724 -1.074 1.312

## Properties
- E_HOMO (spin up / spin down): -9.27 / -9.27 eV
- LUMO (spin up / spin down): -0.2118 / -0.2121 eV
- Charge: 0
- ΔE to the lowest compared entry with this formula, charge and spin: 775.02 kJ/mol
- Energy: -7262.6534 eV
- Multiplicity: 1



Entry 4:
A gas-phase ion, C7H13N2O3 (charge +1) at a distorted geometry, computed with ωB97M-V/def2-TZVPD.

CARTESIAN COORDINATES (ANGSTROEM)
C1 1.999 0.885 0.638
H1 2.201 2.024 0.518
C2 1.024 -1.462 -1.192
H2 1.971 0.642 1.638
H3 0.347 -0.941 2.079
O1 -2.833 -1.379 0.341
H4 1.171 1.096 -2.004
H5 -1.012 -1.739 1.024
H6 2.774 0.409 0.076
C3 0.517 -0.755 0.012
H7 0.676 2.517 -1.005
H8 -2.112 1.390 1.765
H9 -0.561 1.358 -1.549
H10 1.547 -2.453 -0.829
H11 1.652 -0.758 -1.746
N1 -3.160 -0.222 -0.148
C4 -2.047 0.488 -0.061
C5 0.628 0.732 -0.003
N2 -1.566 1.140 0.912
O2 -4.139 0.015 -0.763
H12 0.501 -2.630 1.105
H13 0.082 -1.677 -1.762
C6 0.425 1.468 -1.257
O3 -0.232 1.352 1.029
C7 0.148 -1.499 1.183

## Properties
- E_HOMO: -13.84 eV
- LUMO: -5.7855 eV
- Charge: +1
- ΔE to the lowest compared entry with this formula, charge and spin: 739.74 kJ/mol
- Energy: -16576.4282 eV
- Multiplicity: 1



Entry 5:
A molecular structure, C2HBr2Cl3 at a distorted geometry, computed with ωB97M-V/def2-TZVPD.

CARTESIAN COORDINATES (ANGSTROEM)
Cl1 -0.547 1.287 2.147
Cl2 -2.840 1.765 0.300
C1 -1.100 1.456 0.508
Br1 -1.468 -0.287 -2.006
C2 -0.760 0.132 -0.160
Br2 -1.598 -1.463 0.984
H1 0.304 -0.311 -0.081
Cl3 -0.192 2.691 -0.464

## Properties
- E_HOMO: -10.12 eV
- LUMO: -0.3737 eV
- Charge: 0
- ΔE to the lowest compared entry with this formula, charge and spin: 79.53 kJ/mol
- Energy: -179741.3983 eV
- Multiplicity: 1



Entry 6:
A single C22H24N6O2S2 molecule at a distorted geometry, computed with ωB97M-V/def2-TZVPD.

CARTESIAN COORDINATES (ANGSTROEM)
C1 3.523 -0.090 -2.328
C2 -3.091 1.807 -1.322
O1 -4.206 2.348 0.786
C3 0.089 -3.616 0.023
C4 -3.883 -2.316 -0.083
S1 -4.137 -1.201 -1.511
C5 1.117 -2.790 0.342
H1 -4.756 2.669 2.749
H2 -2.772 2.724 -1.831
H3 5.199 -0.080 2.366
H4 2.129 2.061 2.380
H5 4.680 -0.440 0.067
N1 -1.435 -1.300 -1.987
H6 -0.327 2.515 -3.036
C6 -2.508 -0.607 -1.735
H7 -3.106 -3.037 -0.327
C7 -1.120 -2.043 0.932
C8 2.413 1.623 1.434
H8 -4.850 -2.788 0.074
H9 -1.997 -0.624 2.099
H10 -2.175 1.996 3.304
H11 4.419 1.246 3.239
N2 -2.216 0.734 -1.711
C9 3.831 0.226 0.136
C10 -0.875 0.773 -1.961
H12 2.703 -0.677 -2.746
S2 0.494 -1.360 1.112
H13 0.893 2.660 0.380
C11 -3.532 -1.438 1.090
C12 1.701 1.948 0.296
O2 -4.340 -0.776 1.699
H14 3.127 -2.828 1.036
C13 -3.950 2.392 2.100
C14 2.024 1.394 -0.940
H15 -1.072 1.457 0.897
N3 1.353 1.758 -2.108
N4 -1.152 -3.193 0.364
H16 1.586 1.142 -2.875
N5 -2.199 -1.335 1.404
H17 3.800 0.680 -3.049
C15 -2.080 1.771 1.086
N6 -0.417 -0.439 -2.122
C16 -2.659 2.047 2.350
H18 4.380 -0.746 -2.193
C17 2.568 -2.987 0.115
H19 3.666 -0.345 3.201
C18 3.122 0.523 -1.016
H20 2.931 -2.275 -0.623
H21 2.749 -3.997 -0.246
C19 4.242 0.372 2.614
H22 -4.112 1.568 -1.635
C20 -0.063 2.023 -2.090
H23 -0.309 2.713 -1.279
C21 -3.071 1.971 0.169
H24 0.186 -4.567 -0.466
C22 3.488 0.749 1.375

## Properties
- E_HOMO: -7.88 eV
- LUMO: 0.5821 eV
- Structure (SMILES): Cc1ccc(NCc2nnc(SCC(=O)Nc3ncc(C)s3)n2Cc2ccco2)c(C)c1
- Charge: 0
- ΔE to the lowest compared entry with this formula, charge and spin: 0.00 kJ/mol
- Energy: -57909.7562 eV
- Multiplicity: 1



Entry 7:
A molecular structure, C18H15N3O3V at a distorted geometry, computed with ωB97M-V/def2-TZVPD.

CARTESIAN COORDINATES (ANGSTROEM)
C1 2.437 -0.994 0.461
N1 -3.762 2.416 -0.258
H1 -1.427 -2.574 -0.800
C2 4.479 0.040 1.160
H2 -2.242 6.070 -2.272
H3 -3.730 4.784 -0.747
C3 1.693 -2.113 0.075
C4 2.283 -3.394 -0.011
C5 4.424 -2.440 0.713
H4 1.807 2.182 0.846
O1 -4.848 0.756 0.707
C6 -2.899 4.321 -1.279
C7 -2.112 4.982 -2.168
C8 0.111 -4.142 -0.694
C9 -3.651 1.169 0.310
H5 1.839 -5.448 -0.477
H6 -6.402 1.942 1.374
C10 -0.391 -2.844 -0.571
H7 4.150 -4.514 0.285
N2 1.670 0.140 0.526
H8 -0.574 -4.926 -1.011
H9 -6.569 1.341 -0.330
C11 3.810 -1.129 0.778
O2 -2.619 0.488 0.485
C12 -5.886 1.780 0.415
C13 -5.156 2.998 -0.097
H10 5.529 0.002 1.428
H11 5.477 -2.539 0.973
O3 -1.613 2.293 -1.123
C14 3.683 -3.535 0.331
H12 -5.256 3.837 0.623
N3 0.377 -1.808 -0.138
H13 -5.623 3.304 -1.042
V1 -0.351 0.057 0.211
C15 3.743 1.231 1.179
H14 -1.384 4.396 -2.754
C16 -2.646 2.942 -0.927
H15 4.226 2.167 1.467
C17 1.446 -4.443 -0.405
C18 2.382 1.256 0.850

## Properties
- E_HOMO (spin up / spin down): -14.97 / -15.10 eV
- <S²>: 3.759
- LUMO (spin up / spin down): -7.0115 / -7.1184 eV
- Charge: +2
- Energy: -55196.0759 eV
- Multiplicity: 4



Entry 8:
A molecular structure, C4H12O3PbSSi at a distorted geometry, computed with ωB97M-V/def2-TZVPD.

CARTESIAN COORDINATES (ANGSTROEM)
H1 0.817 -2.365 -0.241
Pb1 -1.785 -1.507 -2.300
H2 -1.668 0.984 -1.281
O1 -3.883 0.169 -0.126
H3 -2.628 -1.723 -0.166
H4 1.900 2.604 0.248
H5 1.896 -2.114 1.135
C1 1.460 1.661 -0.078
O2 -2.443 -0.575 1.767
H6 1.392 1.716 -1.170
C2 1.270 -1.609 0.407
Si1 -0.249 1.616 0.754
H7 0.471 -1.126 0.972
H8 -0.563 -0.340 -0.720
H9 -0.871 2.948 0.726
S1 -2.694 -0.397 0.396
H10 1.644 -0.390 -1.368
H11 -0.205 1.034 2.097
O3 2.282 0.604 0.332
C3 -1.313 0.415 -0.412
H12 3.079 -1.005 -0.588
C4 2.091 -0.601 -0.383

## Properties
- E_HOMO: -16.24 eV
- LUMO: -11.9138 eV
- Charge: +2
- Energy: -34422.2517 eV
- Multiplicity: 1



> Which value of charge does entry 3 give?

0



> Which of these has the highest energy?

C3H4O2



> Which formula does entry 5 have?

C2HBr2Cl3



> The highest multiplicity belongs to which entry?

C18H15N3O3V